1.
Computed, not measured: a single C5H8N2S molecule, with wB97M-V/def2-TZVPD.

```
16
Properties=species:S:1:pos:R:3
C 2.2518 -0.4733 0.8748
C -1.6136 -1.4921 -0.0086
C -2.1695 -0.2694 0.3930
C -1.0596 0.6274 0.1698
C -1.0931 2.0456 0.1313
H 3.4825 -0.7303 0.9258
H 2.0530 0.1421 1.7836
H 1.7865 -1.4800 1.0734
H -2.0472 -2.5072 -0.2128
H -3.3082 0.1061 0.5199
H -0.7368 2.3828 -0.9833
H -2.1348 2.3638 0.2814
H -0.2833 2.4728 0.7581
N 0.0196 -0.1971 -0.2505
N -0.3687 -1.4395 -0.4818
S 1.6085 0.3798 -0.5239
```

Output
* molecular weight: 128.20 g/mol
* Kohn-Sham gap: 0.351 Eh

Atom charges from the Löwdin analysis, given in e for atoms 1 to 5: -0.46 -0.20 -0.03 -0.36 -0.09

---

2.
Computed, not measured: a molecular structure, C5H8N2S, with wB97M-V/def2-TZVPD.

```
16
Properties=species:S:1:pos:R:3
C -0.9386 0.5450 0.0473
C 0.2655 0.5659 0.9922
C 0.0838 0.3244 -0.9841
C 0.5951 -1.1456 -0.6991
C 0.7798 -0.9118 0.8872
H -3.2677 0.3986 0.3555
H -1.4828 1.3915 -0.4656
H 0.2410 1.0963 1.8850
H 0.6692 2.1999 -0.2121
H -0.1248 0.6094 -2.0308
H -0.0126 -2.0405 -1.0284
H 2.3922 -0.5637 -0.2296
H 0.3149 -1.6741 1.6677
N 0.9993 1.1992 -0.1469
N 1.8360 -1.3188 -0.0601
S -2.3504 -0.6759 0.0218
```

Output
* molecular weight: 128.20 g/mol
* Kohn-Sham gap: 0.364 Eh

Atom charges from the Löwdin analysis, given in e for atoms 1 to 5: -0.61 -0.23 -0.32 -0.21 -0.16

---

Here is how they stack up, most stable first: 1, 2.

---

1.
Computed, not measured: a single C2H4OS2 molecule, with wB97M-V/def2-TZVPD.

```
9
Properties=species:S:1:pos:R:3
C -0.3748 0.6676 -0.1380
C 0.7124 0.0974 0.6888
H 0.2093 -1.3012 -1.6709
H -0.1322 1.6950 -0.7171
H -1.4281 0.9076 0.4790
H -0.2045 -1.5839 0.4949
O 0.3209 -1.0426 1.3249
S -0.9899 -0.5583 -1.4792
S 1.8869 1.1184 1.0175
```

Output
* molecular weight: 108.19 g/mol
* Kohn-Sham gap: 0.321 Eh

Atom charges from the Löwdin analysis, given in e for atoms 1 to 5: -0.58 -1.05 -0.09 0.10 0.15

---

2.
Computed, not measured: 2 unconnected molecules or ions with the total composition C2H4OS2, with wB97M-V/def2-TZVPD.

```
9
Properties=species:S:1:pos:R:3
C 3.3586 0.6867 -1.2721
C -0.9176 0.1668 0.1992
O 3.4781 0.7270 -2.4031
S 1.1487 -1.6657 -0.3165
S -0.6215 -1.1775 -1.0058
H 3.9859 0.7215 -0.4685
H -0.0638 0.2508 0.8511
H -1.8604 -0.0683 0.7828
H -1.0157 1.1105 -0.3340
```

Output
* molecular weight: 108.19 g/mol
* Kohn-Sham gap (alpha / beta): 0.231 / 0.330 Eh

Atom charges from the Löwdin analysis, given in e for atoms 1 to 5: -0.10 -0.49 0.07 0.11 0.33

---

3.
Computed, not measured: a single C2H4OS2 molecule, with wB97M-V/def2-TZVPD.

```
9
Properties=species:S:1:pos:R:3
C 1.8255 -0.4130 -0.5066
C -1.4395 0.3873 0.2984
O -0.4268 -0.4298 0.8397
S 2.0285 1.1648 -0.1681
S 0.5565 -1.4400 -0.1216
H -1.7528 0.0106 -0.6711
H -1.2053 1.5196 0.2136
H -2.1561 0.2534 1.0323
H 2.5701 -1.0530 -0.9166
```

Output
* molecular weight: 108.19 g/mol
* Kohn-Sham gap: 0.315 Eh

Atom charges from the Löwdin analysis, given in e for atoms 1 to 5: -1.07 -0.18 -0.56 0.63 0.95

---

4.
Computed, not measured: a single C2H4OS2 molecule, with wB97M-V/def2-TZVPD.

```
9
Properties=species:S:1:pos:R:3
C -0.4476 -0.5836 0.0617
C 0.5898 0.4792 -0.0022
O -2.7677 -1.6146 -0.1646
S -4.0741 0.6466 0.0724
S -2.1570 -0.1288 0.0292
H 0.0990 1.4383 -0.0433
H 1.3785 0.2993 -0.7382
H 1.0726 0.4196 1.0073
H -2.2220 -2.2812 -0.6190
```

Output
* molecular weight: 108.19 g/mol
* Kohn-Sham gap: 0.267 Eh

Atom charges from the Löwdin analysis, given in e for atoms 1 to 5: -0.22 -0.22 -0.49 0.16 0.47

---

Here is how they stack up, most stable first: 1, 3, 2, 4.